The following is a quantum chemistry calculation of a cluster of 8 separate species, C32H88N8O8 in total, from OMol25.

Last column: Löwdin charge in e.
Cartesian coordinates (Å):
C: 13.384 8.646 12.195  -0.09
O: 14.364 8.597 13.234  -0.18
C: 13.695 8.475 14.433  -0.25
C: 14.654 8.170 15.578  -0.40
C: 13.862 8.267 16.905  -0.04
N: 15.714 9.169 15.585  0.05
H: 12.733 7.754 12.290  0.09
H: 13.959 8.617 11.243  0.10
H: 12.781 9.574 12.251  0.08
H: 13.167 9.435 14.646  0.12
H: 12.983 7.637 14.409  0.12
H: 15.098 7.172 15.550  0.14
H: 12.969 7.660 16.891  0.06
H: 13.642 9.254 17.158  0.03
H: 14.524 7.781 17.643  0.09
H: 16.375 8.916 16.318  0.08
H: 16.288 9.025 14.760  0.08
C: 18.269 13.272 14.345  -0.12
O: 17.706 12.953 15.593  -0.23
C: 18.593 12.061 16.349  -0.17
C: 17.979 11.696 17.682  -0.45
C: 17.737 12.978 18.547  -0.05
N: 18.783 10.658 18.249  0.05
H: 19.086 14.000 14.442  0.09
H: 17.458 13.793 13.757  0.09
H: 18.556 12.396 13.802  0.07
H: 18.708 11.097 15.772  0.13
H: 19.556 12.574 16.418  0.12
H: 16.994 11.324 17.458  0.09
H: 16.742 13.360 18.278  0.08
H: 18.438 13.733 18.470  0.03
H: 17.708 12.761 19.628  0.08
H: 19.403 11.021 18.959  0.07
H: 18.191 9.953 18.697  0.08
C: 16.230 15.901 10.619  -0.06
O: 16.235 14.519 11.119  -0.26
C: 17.328 13.598 10.722  -0.14
C: 17.475 13.342 9.145  -0.42
C: 16.110 12.945 8.593  -0.07
N: 18.467 12.298 8.988  0.03
H: 15.574 16.394 11.320  0.08
H: 15.841 15.920 9.626  0.06
H: 17.245 16.311 10.674  0.09
H: 18.275 14.040 10.970  0.10
H: 17.045 12.734 11.349  0.12
H: 17.819 14.237 8.634  0.13
H: 15.389 13.686 8.921  0.06
H: 15.762 12.006 9.121  0.09
H: 16.082 12.863 7.535  0.06
H: 18.779 12.055 8.071  0.06
H: 18.134 11.441 9.394  0.07
C: 16.617 17.566 15.716  -0.10
O: 17.332 18.808 15.662  -0.18
C: 18.478 18.680 14.840  -0.23
C: 19.406 19.805 15.377  -0.44
C: 20.682 19.677 14.543  -0.08
N: 19.740 19.717 16.794  0.04
H: 15.562 17.720 16.046  0.09
H: 17.095 16.826 16.361  0.07
H: 16.547 17.070 14.704  0.09
H: 18.907 17.717 14.878  0.10
H: 18.395 18.824 13.754  0.12
H: 18.784 20.688 15.196  0.14
H: 21.021 18.587 14.490  0.10
H: 21.536 20.366 14.852  0.10
H: 20.394 19.962 13.565  0.05
H: 18.919 19.383 17.327  0.06
H: 20.437 18.977 16.923  0.07
C: 15.435 16.691 19.163  -0.09
O: 16.684 16.142 18.821  -0.19
C: 17.417 15.779 19.997  -0.24
C: 18.182 16.912 20.632  -0.46
C: 19.295 17.292 19.697  -0.07
N: 18.677 16.349 21.923  0.04
H: 15.039 17.308 18.385  0.07
H: 15.472 17.188 20.097  0.07
H: 14.726 15.885 19.341  0.08
H: 16.730 15.291 20.759  0.14
H: 18.216 15.059 19.739  0.09
H: 17.512 17.783 20.835  0.14
H: 19.897 18.143 20.163  0.10
H: 18.841 17.646 18.728  0.07
H: 19.989 16.465 19.408  0.09
H: 19.355 16.988 22.304  0.06
H: 17.879 16.243 22.566  0.08
C: 10.145 10.080 15.392  -0.11
O: 10.379 8.803 15.938  -0.20
C: 9.275 8.488 16.756  -0.22
C: 9.680 7.209 17.507  -0.42
C: 10.166 6.146 16.555  -0.05
N: 8.515 6.776 18.329  0.05
H: 9.151 10.112 14.818  0.12
H: 10.954 10.253 14.696  0.06
H: 10.130 10.930 16.084  0.08
H: 9.030 9.273 17.510  0.12
H: 8.345 8.375 16.173  0.13
H: 10.458 7.435 18.194  0.12
H: 9.370 5.698 16.040  0.07
H: 10.667 5.386 17.088  0.07
H: 10.896 6.590 15.873  0.07
H: 8.886 6.054 18.918  0.06
H: 7.920 6.283 17.696  0.05
C: 13.519 12.091 11.411  -0.13
O: 12.978 11.900 12.733  -0.21
C: 14.181 12.122 13.617  -0.16
C: 13.713 12.333 15.018  -0.44
C: 12.934 13.637 15.264  -0.04
N: 14.870 12.224 15.953  0.06
H: 14.142 12.974 11.393  0.05
H: 12.725 12.153 10.631  0.10
H: 14.170 11.174 11.086  0.10
H: 14.880 11.291 13.415  0.12
H: 14.655 13.087 13.269  0.13
H: 13.117 11.455 15.250  0.11
H: 12.235 13.837 14.449  0.07
H: 13.690 14.501 15.229  0.09
H: 12.598 13.618 16.328  0.07
H: 15.608 12.839 15.586  0.06
H: 15.226 11.292 15.851  0.02
C: 10.225 11.246 19.699  -0.13
O: 11.488 11.619 20.125  -0.19
C: 12.586 11.347 19.188  -0.17
C: 13.909 11.545 19.871  -0.43
C: 13.941 12.929 20.524  -0.05
N: 15.013 11.196 18.938  0.06
H: 10.155 10.113 19.660  0.10
H: 9.989 11.588 18.714  0.07
H: 9.538 11.591 20.454  0.09
H: 12.451 10.366 18.780  0.11
H: 12.599 12.067 18.384  0.11
H: 13.945 10.810 20.681  0.14
H: 13.878 13.634 19.658  0.08
H: 14.934 13.092 21.028  0.09
H: 13.056 13.027 21.112  0.06
H: 14.954 11.827 18.117  0.04
H: 15.890 11.341 19.411  0.04

Results
SMILES: COC[C@H](C)N.COC[C@H](C)N.COC[C@H](C)N.COC[C@H](C)N.COC[C@H](C)N.COC[C@H](C)N.COC[C@H](C)N.COC[C@H](C)N
Energy: -62905.81813 eV
HOMO energy: -0.3269 Eh
Gap between HOMO and LUMO: 9.49 eV


The following is a quantum chemistry calculation of a cluster of 2 separate species, C3H3N5O6 in total, from OMol25.

Last column: Löwdin charge in e.
Cartesian coordinates (Å):
C: 0.462 1.421 0.396  -0.30
C: 0.902 -2.886 1.236  -0.48
C: -0.582 -0.880 -0.573  0.06
N: -0.423 1.364 -0.630  0.09
N: -1.027 0.233 -0.992  0.05
N: 0.709 0.599 1.286  0.24
N: 1.254 2.765 0.399  -0.31
N: -1.415 -1.922 -1.193  -0.38
O: 0.222 -2.966 2.196  0.16
O: 1.575 -2.885 0.333  0.21
O: 0.944 3.586 -0.429  0.09
O: 2.069 2.917 1.289  0.10
O: -2.588 -1.612 -1.379  0.04
O: -0.962 -3.044 -1.322  0.09
H: -0.638 2.217 -1.055  0.14
H: -1.846 0.241 -1.516  0.14
H: 1.343 0.853 1.954  0.05

Results
Energy: -22886.30777 eV
HOMO energy: -0.3679 Eh
Gap between HOMO and LUMO: 8.72 eV


The following is a quantum chemistry calculation of a cluster of 2 separate species, CH8N5 in total, from OMol25.

Last column: Mulliken spin population.
Cartesian coordinates (Å):
C: 2.402 -0.006 -0.049  0.50
N: 1.229 -0.205 0.033  0.43
N: 3.531 0.361 -0.053  0.60
N: -1.093 1.327 0.223  0.06
N: -0.543 -1.271 -0.329  0.06
N: 0.425 -1.171 0.690  0.41
H: -0.945 2.331 0.403  -0.01
H: 4.204 0.632 -0.646  0.02
H: -1.095 0.863 1.117  -0.02
H: -0.065 1.170 0.015  0.02
H: -1.672 1.288 -0.589  -0.01
H: -1.332 -1.653 0.183  -0.02
H: -0.389 -1.882 -1.133  0.01
H: 1.028 -2.071 0.790  -0.04

Results
2S+1: 3
Energy: -8602.53767 eV
Total charge: +1
HOMO energy (alpha / beta): -0.3151 / -0.5287 Eh
Gap between HOMO and LUMO (alpha / beta): 5.12 / 7.88 eV


The following is a quantum chemistry calculation of the ion C7H18BrNO2P with charge +1, from OMol25.

Last column: Löwdin charge in e.
Cartesian coordinates (Å):
C: 0.036 -2.061 -2.600  -0.07
C: 0.370 -0.663 -2.080  -0.22
C: -0.557 -0.172 -0.957  -0.32
C: -1.345 1.103 -1.278  -0.03
N: 0.162 -0.108 0.405  -0.34
C: 0.460 -1.518 0.831  -0.08
C: -0.822 0.448 1.437  -0.25
O: -0.303 0.262 2.695  -0.18
C: -0.240 1.409 3.551  -0.05
P: 1.692 0.998 0.605  0.69
O: 1.574 1.721 -0.837  -0.34
Br: 3.340 -0.408 0.220  0.47
H: 0.441 -2.198 -3.601  0.08
H: -1.041 -2.225 -2.656  0.08
H: 0.466 -2.847 -1.977  0.07
H: 1.412 -0.637 -1.762  0.05
H: 0.304 0.057 -2.895  0.12
H: -1.293 -0.960 -0.775  0.14
H: -1.514 1.143 -2.352  0.10
H: -0.828 2.016 -1.000  0.07
H: -2.319 1.107 -0.791  0.09
H: -0.489 -2.010 1.034  0.12
H: 0.981 -2.021 0.025  0.06
H: 1.064 -1.514 1.732  0.08
H: -1.016 1.495 1.203  0.13
H: -1.732 -0.140 1.290  0.15
H: 0.498 1.192 4.317  0.10
H: 0.069 2.294 2.992  0.08
H: -1.212 1.581 4.014  0.10
H: 1.846 2.654 -0.793  0.09

Results
SMILES: CC[C@H](C)[N@+](C)(COC)P(O)Br
Energy: -92461.41600 eV
Total charge: +1
HOMO energy: -0.5057 Eh
Gap between HOMO and LUMO: 10.52 eV


The following is a quantum chemistry calculation of the molecule CH4NO4P, from OMol25.

Last column: Löwdin charge in e.
Cartesian coordinates (Å):
C: 0.545 -0.318 0.770  -0.56
N: -0.431 -1.276 1.165  0.08
O: 1.427 2.056 -1.378  -0.22
O: -0.897 0.739 -1.750  -0.13
O: 0.989 -0.548 -0.541  -0.09
O: -0.037 0.953 0.591  -0.11
P: 0.489 0.985 -0.971  0.53
H: 1.210 -0.352 1.592  0.14
H: -0.284 -2.269 1.010  0.09
H: -1.349 -1.000 0.632  0.13
H: -1.662 1.029 -1.121  0.15

Results
Energy: -20072.49094 eV
HOMO energy: -0.3870 Eh
Gap between HOMO and LUMO: 10.71 eV


The following is a quantum chemistry calculation of a structure of composition C9H8AuIN2, from OMol25.

Last column: Löwdin charge in e.
Cartesian coordinates (Å):
Au: 0.010 -3.274 -0.297  0.16
N: -0.128 -1.563 -1.899  0.00
C: -0.104 -0.224 -1.386  -0.24
C: -0.179 0.884 -2.194  -0.02
C: -0.152 2.175 -1.648  -0.07
C: -0.050 2.373 -0.300  -0.03
C: 0.030 1.266 0.565  -0.15
C: 0.137 1.374 1.969  0.00
C: 0.208 0.240 2.731  -0.03
C: 0.173 -1.007 2.089  -0.12
N: 0.075 -1.134 0.797  0.01
C: 0.003 -0.045 0.015  -0.18
H: -0.987 -1.754 -2.406  0.10
H: 0.653 -1.738 -2.524  0.10
H: -0.261 0.770 -3.265  0.12
H: -0.213 3.017 -2.316  0.11
H: -0.030 3.374 0.104  0.12
H: 0.161 2.349 2.432  0.12
H: 0.289 0.281 3.806  0.11
H: 0.226 -1.929 2.652  0.10
I: 0.139 -5.435 1.075  -0.20

Results
Energy: -24237.29657 eV
HOMO energy: -0.2783 Eh
Gap between HOMO and LUMO: 7.00 eV


It is found that the max |F| values, taken in the order of the records, are 2.935 4.755 5.522 0.332 4.260 0.617 eV/Å.